Entry 1:
# C38H34IrN8O3PS

C38H34IrN8O3PS as an isolated structure at a distorted geometry (wB97M-V/def2-TZVPD, OMol25).

Properties
Gap between HOMO and LUMO   6.0 eV
Net charge   +2
HOMO level   -0.464 Eh
Lowest unoccupied orbital energy   -6.588 eV

Each line ends with the Löwdin charge.
Geometry (Å):
1 Ir 0.337 -0.143 0.424  1.2558
2 N 0.148 0.699 4.665  0.0711
3 C -0.220 -0.173 3.726  -0.0951
4 N -0.059 0.396 2.548  0.0160
5 C 0.437 1.643 2.833  -0.2950
6 N 0.564 1.848 4.116  0.1724
7 C 0.829 2.554 1.777  -0.2009
8 C 1.327 3.834 2.010  -0.0213
9 N 1.727 4.595 1.007  0.1267
10 C 1.638 4.118 -0.225  -0.0547
11 C 1.141 2.841 -0.470  -0.1241
12 N 0.747 2.078 0.538  -0.0540
13 H 0.164 0.583 5.667  0.1801
14 H -0.591 -1.166 3.910  0.1473
15 H 1.412 4.222 3.018  0.1320
16 H 1.973 4.754 -1.033  0.1268
17 H 1.075 2.434 -1.469  0.1212
18 O -2.362 -0.597 -1.118  -0.0869
19 N -1.475 -1.300 -0.351  -0.1477
20 C -1.998 -2.379 0.086  -0.0563
21 C -1.348 -3.451 0.813  -0.2048
22 C -2.174 -4.423 1.381  -0.0076
23 C -1.642 -5.506 2.058  -0.0342
24 C -0.266 -5.636 2.168  -0.0307
25 C 0.568 -4.685 1.597  -0.0603
26 C 0.043 -3.591 0.917  -0.2804
27 P 1.132 -2.397 0.103  1.0553
28 C 1.074 -2.835 -1.651  -0.3436
29 C 1.338 -4.154 -2.020  -0.0777
30 C 1.346 -4.497 -3.361  -0.0502
31 C 1.088 -3.536 -4.329  -0.0454
32 C 0.807 -2.228 -3.961  -0.0471
33 C 0.795 -1.876 -2.622  -0.0974
34 C 2.770 -2.757 0.749  -0.3645
35 C 3.854 -3.034 -0.077  -0.0587
36 C 5.119 -3.168 0.477  -0.0473
37 C 5.305 -3.000 1.839  -0.0431
38 C 4.226 -2.702 2.666  -0.0480
39 C 2.962 -2.580 2.124  -0.1063
40 H -2.009 0.314 -1.244  -0.0679
41 H -3.052 -2.523 -0.140  0.1559
42 H -3.248 -4.321 1.291  0.1257
43 H -2.294 -6.253 2.486  0.1221
44 H 0.163 -6.485 2.682  0.1221
45 H 1.639 -4.809 1.663  0.1094
46 H 1.540 -4.901 -1.262  0.1165
47 H 1.559 -5.517 -3.649  0.1176
48 H 1.106 -3.811 -5.375  0.1180
49 H 0.606 -1.484 -4.720  0.1166
50 H 0.595 -0.853 -2.330  0.0747
51 H 3.707 -3.162 -1.142  0.1158
52 H 5.963 -3.383 -0.164  0.1212
53 H 6.296 -3.092 2.262  0.1199
54 H 4.380 -2.547 3.725  0.1169
55 H 2.112 -2.344 2.754  0.1073
56 C -6.847 3.260 -2.066  0.0045
57 C -5.816 3.486 -1.019  -0.2489
58 C -6.005 4.234 0.111  0.0424
59 C -4.949 4.339 1.035  -0.2819
60 N -3.783 3.736 0.830  0.1036
61 C -3.587 3.038 -0.284  -0.7768
62 S -2.080 2.355 -0.642  0.6840
63 N -4.606 2.900 -1.191  0.1156
64 C -5.082 5.129 2.288  -0.0099
65 H -7.733 3.860 -1.878  0.0944
66 H -7.143 2.209 -2.083  0.1024
67 H -6.461 3.507 -3.056  0.1005
68 H -6.945 4.737 0.281  0.1283
69 H -4.428 2.361 -2.026  0.1505
70 H -5.986 5.731 2.296  0.0863
71 H -4.208 5.766 2.410  0.0950
72 H -5.097 4.449 3.142  0.0979
73 O 2.545 0.153 1.229  -0.0452
74 C 3.020 0.151 0.063  -0.6079
75 O 2.217 0.095 -0.915  -0.1011
76 C 4.473 0.200 -0.180  -0.1532
77 C 5.349 0.438 0.875  -0.0143
78 C 6.712 0.491 0.636  -0.0534
79 C 7.199 0.304 -0.651  -0.0492
80 C 6.326 0.051 -1.702  -0.0519
81 C 4.964 0.003 -1.470  -0.0133
82 H 4.956 0.589 1.871  0.1225
83 H 7.400 0.695 1.445  0.1141
84 H 8.264 0.350 -0.837  0.1156
85 H 6.715 -0.095 -2.700  0.1140
86 H 4.272 -0.186 -2.280  0.1218



Entry 2:
# C38H34MoN2O2SeTe

C38H34MoN2O2SeTe as an isolated structure at a distorted geometry (wB97M-V/def2-TZVPD, OMol25).

Properties
Gap between HOMO and LUMO (spin up / spin down)   6.4 / 5.7 eV
Net charge   +2
Spin multiplicity   3
HOMO level (spin up / spin down)   -0.486 / -0.486 Eh
<S²>   2.05
Lowest unoccupied orbital energy (spin up / spin down)   -6.866 / -7.523 eV

Each line ends with the Löwdin spin population.
Geometry (Å):
1 Mo -0.963 0.266 -1.493  0.7835
2 C 4.399 -0.557 2.961  0.0418
3 C 3.471 0.310 2.188  0.2108
4 C 2.621 1.191 2.854  -0.0235
5 C 1.788 2.000 2.139  0.1603
6 C 0.978 2.944 3.033  0.0099
7 O 1.057 4.139 2.888  0.0198
8 C 0.013 2.451 4.065  0.0017
9 C 0.001 1.153 4.552  -0.0008
10 C -0.935 0.748 5.496  -0.0002
11 C -1.951 1.615 5.900  0.0006
12 C -1.930 2.934 5.415  0.0006
13 C -0.921 3.406 4.602  0.0005
14 C 1.836 2.061 0.695  0.0450
15 O 1.385 3.044 0.074  0.2516
16 C 2.487 0.858 0.058  0.1554
17 C 3.516 0.240 0.795  0.0288
18 C 2.223 0.517 -1.407  0.0657
19 N 0.993 0.271 -1.914  0.0372
20 C 0.653 0.309 -3.330  0.0191
21 C 0.129 -0.997 -4.003  0.0359
22 Te -1.778 -1.782 -2.905  -0.0096
23 C -0.893 -3.613 -2.152  -0.0042
24 C 0.276 -3.525 -1.431  -0.0009
25 C 1.203 -4.575 -1.440  -0.0001
26 C 0.912 -5.762 -2.104  -0.0006
27 C -0.324 -5.836 -2.800  -0.0002
28 C -1.284 -4.834 -2.773  -0.0014
29 C 3.444 0.339 -2.310  0.0066
30 C 3.866 -0.891 -2.923  0.0034
31 C 5.015 -1.005 -3.661  0.0006
32 C 5.805 0.105 -3.810  0.0010
33 C 5.416 1.337 -3.180  -0.0001
34 C 4.260 1.453 -2.438  0.0022
35 H 4.673 -0.112 3.922  0.0052
36 H 5.321 -0.705 2.330  0.0056
37 H 4.049 -1.558 3.201  0.0161
38 H 2.706 1.234 3.934  -0.0036
39 H 0.710 0.433 4.162  -0.0010
40 H -0.834 -0.257 5.917  0.0000
41 H -2.767 1.319 6.501  0.0000
42 H -2.655 3.601 5.811  0.0000
43 H -0.739 4.440 4.416  0.0001
44 H 4.183 -0.402 0.244  -0.0031
45 H 1.391 0.901 -3.801  0.0001
46 H -0.272 0.983 -3.348  0.0046
47 H 0.792 -1.806 -3.967  0.0030
48 H -0.222 -0.709 -5.017  0.0017
49 H 0.399 -2.633 -0.814  -0.0005
50 H 2.106 -4.484 -0.846  0.0000
51 H 1.609 -6.594 -2.176  0.0000
52 H -0.578 -6.809 -3.257  0.0000
53 H -2.251 -4.959 -3.198  -0.0001
54 H 3.232 -1.730 -2.755  0.0000
55 H 5.221 -1.931 -4.198  0.0001
56 H 6.771 0.077 -4.373  0.0000
57 H 6.033 2.211 -3.260  0.0000
58 H 4.054 2.346 -1.863  0.0004
59 Se -1.540 0.245 0.917  0.0548
60 C -3.213 -0.646 1.031  0.0099
61 C -3.205 -1.972 1.459  0.0010
62 C -4.434 -2.587 1.610  0.0007
63 C -5.604 -1.961 1.208  -0.0016
64 C -5.585 -0.626 0.882  0.0003
65 C -4.383 0.023 0.734  0.0023
66 H -2.272 -2.505 1.653  0.0006
67 H -4.475 -3.551 2.134  0.0001
68 H -6.524 -2.545 1.259  -0.0001
69 H -6.553 -0.107 0.868  0.0000
70 H -4.246 1.041 0.334  0.0025
71 C -5.046 4.009 -2.020  0.0038
72 C -3.904 3.641 -0.960  0.0101
73 C -2.903 2.643 -1.307  0.0530
74 N -2.045 1.881 -1.742  -0.0111
75 H -5.917 3.393 -1.650  0.0000
76 H -4.702 3.599 -3.013  0.0000
77 H -5.303 5.100 -2.016  0.0005
78 H -4.442 3.243 -0.047  0.0044
79 H -3.407 4.511 -0.539  -0.0001



Q: What is the net charge in the second record?
A: +2